Density functional theory data (wB97M-V/def2-TZVPD) for a molecular structure, C5H7N at a distorted geometry.

Structure (XYZ):
```
13
Properties=species:S:1:pos:R:3:mulliken_charge:R:1
N 2.6696 -0.4976 1.4145 -0.416
C 2.0167 -0.1992 0.5094 0.201
C 1.1325 0.1967 -0.5829 -0.545
C -0.2350 0.4767 0.0315 0.457
C -0.8457 -0.6184 0.9731 -0.774
C -1.4169 0.2223 -0.7768 -0.819
H 1.0608 -0.6185 -1.3139 0.263
H 1.5705 1.0551 -1.1089 0.306
H -0.2888 1.4475 0.5284 0.313
H -1.2779 -0.3699 1.9722 0.227
H -0.8640 -1.7233 0.9303 0.265
H -1.2870 -0.3174 -1.7329 0.269
H -2.2348 0.9461 -0.8439 0.253
```

Charge: 0
E (eV): -6785.3414
Kohn-Sham gap (eV): 9.7